C9H14N2O2 | ωB97M-V with the def2-TZVPD basis set

Geometry as XYZ:
```
27
Properties=species:S:1:pos:R:3:forces:R:3
O -3.715938 -0.918916 -1.321131 0.673 0.578 1.424
C -2.932027 -0.417501 -0.519203 0.055 -0.996 -1.380
C -2.653812 -0.759142 0.851899 -1.126 -0.367 1.521
C -1.956989 0.072731 1.606947 2.387 3.383 -1.006
N -1.195219 1.206835 1.123096 -2.694 -2.566 -1.791
C -1.326739 1.567584 -0.258021 -0.579 -2.401 2.219
O -0.802788 2.528129 -0.704957 0.300 1.110 -0.971
N -2.067865 0.585558 -0.980833 -1.005 2.422 -1.340
H -3.190081 -1.446908 1.504690 -0.237 -0.358 -1.054
H -1.917731 0.050185 2.656079 0.065 -0.565 1.198
H -0.686154 1.797817 1.734620 0.246 0.488 0.396
H -2.526560 0.985467 -1.841699 1.275 -0.536 0.885
C 1.389296 -0.291187 -1.559055 -1.469 0.251 -1.069
C 0.795959 -1.273949 -0.422220 -1.582 -0.368 -0.330
C 1.551502 -0.908625 0.880298 2.805 -1.678 -2.129
C 1.985347 0.503551 0.632152 -0.239 -0.169 0.956
C 2.516752 0.319893 -0.784452 2.122 0.815 0.382
H 1.584403 -0.735634 -2.613839 0.211 0.125 2.149
H 0.713354 0.519224 -1.858016 -0.407 -0.185 0.482
H 1.160399 -2.303090 -0.721515 -1.345 0.884 0.383
H -0.374634 -1.177628 -0.174201 2.661 -0.586 -1.318
H 2.450673 -1.605881 0.751347 -0.741 1.010 1.032
H 1.123204 -1.095202 1.805226 -1.352 -0.554 1.586
H 2.808983 0.947744 1.344668 -1.984 -0.689 -1.162
H 0.919730 0.986796 0.626368 2.704 0.298 -0.075
H 3.346591 -0.433899 -0.853324 -0.352 0.690 0.758
H 3.000342 1.296046 -0.904920 -0.392 -0.038 -1.746
```
Positions in Å, forces in eV/Å.

Values from the calculation:
* SMILES string: O=c1cc[nH]c(=O)[nH]1.C1CCCC1
* F_max: 0.0829 Eh/bohr
* orbital gap: 10.24 eV